No. 1
DFT (ωB97M-V/def2-TZVPD) results for C17H15ClCrO2 as an isolated structure at a distorted geometry.

Each line ends with the Löwdin charge.
Atoms and positions in Å:
C  1.9124  -1.9159  0.1371  -0.190
C  1.9101  -2.2473  -1.2619  -0.214
C  0.5740  -2.3045  -1.7483  -0.222
H  2.7391  -2.6342  -1.8499  0.089
C  -0.2835  -2.0383  -0.6199  -0.200
C  0.5331  -1.8013  0.5384  -0.187
H  0.1503  -1.7093  1.5462  0.072
H  2.7937  -1.9517  0.7899  0.095
H  0.2649  -2.6931  -2.7186  0.096
H  -1.3579  -2.0770  -0.6666  0.090
Cr  0.8967  -0.1961  -1.1329  0.360
Cl  2.6505  1.3029  -0.4611  -0.098
C  0.8405  1.6103  -2.7166  -0.297
C  -0.4047  0.9309  -2.9887  -0.204
C  -0.1048  -0.2349  -3.7691  -0.223
H  -1.3901  1.3334  -2.7625  0.084
C  1.3168  -0.3024  -3.9557  -0.227
C  1.9035  0.8358  -3.3359  -0.261
H  2.9579  1.1307  -3.3622  0.061
H  0.9258  2.5817  -2.2330  0.065
H  -0.8488  -0.8775  -4.2449  0.067
H  1.8489  -1.0512  -4.5570  0.070
O  -2.2305  2.4430  0.3792  -0.023
C  -1.5924  1.3919  0.5476  -0.615
O  -1.0511  0.6379  -0.3311  -0.098
C  -1.4849  1.0800  2.0435  -0.104
C  -1.0232  2.1191  2.8869  -0.026
C  -0.8831  1.9054  4.2564  -0.144
C  -1.3214  0.7750  4.8961  -0.146
C  -1.8406  -0.2378  4.0745  -0.113
C  -1.7954  -0.1512  2.6580  -0.038
H  -0.7631  3.1222  2.5569  0.112
H  -0.4045  2.6965  4.8410  0.088
H  -1.1392  0.6707  5.9931  0.095
H  -2.2648  -1.1168  4.5410  0.075
H  -2.0343  -1.0270  2.0300  0.111

Computed properties:
Total charge = -2
2S+1 = 5
HOMO (alpha / beta) = 0.443 / -0.263 eV



No. 2
DFT (ωB97M-V/def2-TZVPD) results for an isolated molecule of C23H24N2O3S.

Each line ends with the Löwdin charge.
Atoms and positions in Å:
N  -3.7731  3.9082  1.3636  -0.058
S  -2.3111  3.3183  1.9636  0.617
O  -1.7181  4.3007  2.8232  -0.297
O  -2.5799  2.0073  2.4857  -0.307
C  -1.3515  3.1223  0.4842  -0.300
C  -0.0876  3.6662  0.3806  -0.034
C  0.7038  3.3244  -0.7023  -0.019
C  0.2388  2.4234  -1.6559  -0.226
C  -1.0605  1.9353  -1.5583  -0.017
C  -1.8615  2.2883  -0.4889  -0.069
H  -2.8602  1.9022  -0.3769  0.102
H  -1.4350  1.2482  -2.3033  0.114
C  1.1760  1.8501  -2.6793  -0.114
H  1.7260  2.6339  -3.2006  0.118
H  0.6109  1.2740  -3.4138  0.110
C  2.1801  0.9284  -1.9503  -0.148
N  1.5539  0.2190  -0.8597  0.088
C  1.7611  0.5973  0.4231  -0.519
O  2.6244  1.3979  0.7289  0.052
C  0.8506  0.0002  1.4826  -0.034
H  0.0162  0.7031  1.5863  0.118
H  1.4102  0.0366  2.4202  0.137
C  0.2689  -1.4127  1.3016  -0.212
C  -0.7849  -1.4567  0.2113  -0.200
C  -0.5696  -2.0942  -1.0076  -0.060
C  -1.5582  -2.1165  -1.9777  -0.073
C  -2.7810  -1.5145  -1.7393  -0.092
C  -3.0068  -0.8860  -0.5260  -0.089
C  -2.0160  -0.8497  0.4388  -0.034
H  -2.2034  -0.3452  1.3761  0.109
H  -3.9648  -0.4292  -0.3251  0.108
H  -3.5560  -1.5428  -2.4911  0.102
H  -1.3728  -2.6157  -2.9178  0.104
H  0.3696  -2.5969  -1.1947  0.122
C  1.2962  -2.5126  1.1541  -0.199
C  2.6548  -2.2835  0.9927  -0.020
C  3.5380  -3.3452  0.8733  -0.073
C  3.0789  -4.6486  0.9143  -0.093
C  1.7250  -4.8890  1.0839  -0.081
C  0.8460  -3.8306  1.2058  -0.047
H  -0.2098  -4.0216  1.3400  0.123
H  1.3550  -5.9031  1.1252  0.102
H  3.7699  -5.4732  0.8205  0.100
H  4.5925  -3.1469  0.7496  0.104
H  3.0430  -1.2783  0.9646  0.105
H  -0.2675  -1.6158  2.2396  0.158
H  0.7698  -0.3774  -1.0773  0.104
H  2.6164  0.2141  -2.6541  0.121
H  2.9791  1.5220  -1.5010  0.119
H  1.7061  3.7160  -0.7778  0.126
H  0.2691  4.3176  1.1619  0.119
H  -3.8450  4.9029  1.5062  0.066
H  -4.5563  3.4279  1.7774  0.065

Computed properties:
SMILES string = NS(=O)(=O)c1ccc(CCNC(=O)CC(c2ccccc2)c2ccccc2)cc1
HOMO = -9.011 eV



Please write out number 2 again, unchanged.
DFT (ωB97M-V/def2-TZVPD) results for an isolated molecule of C23H24N2O3S.

Each line ends with the Löwdin charge.
Atoms and positions in Å:
N  -3.7731  3.9082  1.3636  -0.058
S  -2.3111  3.3183  1.9636  0.617
O  -1.7181  4.3007  2.8232  -0.297
O  -2.5799  2.0073  2.4857  -0.307
C  -1.3515  3.1223  0.4842  -0.300
C  -0.0876  3.6662  0.3806  -0.034
C  0.7038  3.3244  -0.7023  -0.019
C  0.2388  2.4234  -1.6559  -0.226
C  -1.0605  1.9353  -1.5583  -0.017
C  -1.8615  2.2883  -0.4889  -0.069
H  -2.8602  1.9022  -0.3769  0.102
H  -1.4350  1.2482  -2.3033  0.114
C  1.1760  1.8501  -2.6793  -0.114
H  1.7260  2.6339  -3.2006  0.118
H  0.6109  1.2740  -3.4138  0.110
C  2.1801  0.9284  -1.9503  -0.148
N  1.5539  0.2190  -0.8597  0.088
C  1.7611  0.5973  0.4231  -0.519
O  2.6244  1.3979  0.7289  0.052
C  0.8506  0.0002  1.4826  -0.034
H  0.0162  0.7031  1.5863  0.118
H  1.4102  0.0366  2.4202  0.137
C  0.2689  -1.4127  1.3016  -0.212
C  -0.7849  -1.4567  0.2113  -0.200
C  -0.5696  -2.0942  -1.0076  -0.060
C  -1.5582  -2.1165  -1.9777  -0.073
C  -2.7810  -1.5145  -1.7393  -0.092
C  -3.0068  -0.8860  -0.5260  -0.089
C  -2.0160  -0.8497  0.4388  -0.034
H  -2.2034  -0.3452  1.3761  0.109
H  -3.9648  -0.4292  -0.3251  0.108
H  -3.5560  -1.5428  -2.4911  0.102
H  -1.3728  -2.6157  -2.9178  0.104
H  0.3696  -2.5969  -1.1947  0.122
C  1.2962  -2.5126  1.1541  -0.199
C  2.6548  -2.2835  0.9927  -0.020
C  3.5380  -3.3452  0.8733  -0.073
C  3.0789  -4.6486  0.9143  -0.093
C  1.7250  -4.8890  1.0839  -0.081
C  0.8460  -3.8306  1.2058  -0.047
H  -0.2098  -4.0216  1.3400  0.123
H  1.3550  -5.9031  1.1252  0.102
H  3.7699  -5.4732  0.8205  0.100
H  4.5925  -3.1469  0.7496  0.104
H  3.0430  -1.2783  0.9646  0.105
H  -0.2675  -1.6158  2.2396  0.158
H  0.7698  -0.3774  -1.0773  0.104
H  2.6164  0.2141  -2.6541  0.121
H  2.9791  1.5220  -1.5010  0.119
H  1.7061  3.7160  -0.7778  0.126
H  0.2691  4.3176  1.1619  0.119
H  -3.8450  4.9029  1.5062  0.066
H  -4.5563  3.4279  1.7774  0.065

Computed properties:
SMILES string = NS(=O)(=O)c1ccc(CCNC(=O)CC(c2ccccc2)c2ccccc2)cc1
HOMO = -9.011 eV